113
Properties=species:S:1:pos:R:3:lowdin_charge:R:1 method="wB97M-V/def2-TZVPD" total_charge=-1 spin_multiplicity=1 energy_ev=-127514.997 gap_ev=9.01
O -4.31 1.16 -3.37 0.103
C -3.24 0.64 -3.05 -0.397
O -2.28 1.17 -2.38 0.239
B -1.27 0.15 -1.96 -0.848
O -1.74 -1.04 -2.66 0.236
C -2.87 -0.84 -3.28 -0.359
O -3.53 -1.74 -3.83 0.092
O -1.18 -0.01 -0.48 0.240
C -0.01 0.32 -0.04 -0.384
O 0.41 0.47 1.12 0.085
C 0.88 0.61 -1.28 -0.311
O 0.11 0.42 -2.38 0.214
O 2.06 1.03 -1.20 0.087
F -0.01 -7.51 -3.48 0.084
C -0.06 -7.25 -4.78 -0.276
C -1.05 -6.44 -5.37 -0.006
C -1.08 -6.26 -6.74 -0.101
C -0.09 -6.79 -7.52 -0.108
C 0.98 -7.55 -7.00 -0.072
C 0.91 -7.76 -5.64 -0.048
H -1.85 -6.01 -4.78 0.114
H -1.88 -5.75 -7.26 0.108
H -0.16 -6.64 -8.59 0.095
H 1.83 -7.96 -7.52 0.103
H 1.74 -8.30 -5.21 0.109
F 0.80 -1.85 7.40 0.036
C -0.42 -1.27 7.29 -0.280
C -1.01 -0.85 8.47 -0.026
C -2.23 -0.16 8.37 -0.076
C -2.75 0.10 7.11 -0.105
C -2.17 -0.31 5.91 -0.064
C -0.94 -0.93 6.05 -0.019
H -0.46 -1.07 9.38 0.113
H -2.59 0.18 9.33 0.099
H -3.76 0.48 7.04 0.095
H -2.58 -0.21 4.91 0.112
H -0.45 -1.26 5.14 0.116
C 1.06 -2.05 -6.61 -0.260
S 2.76 -1.60 -7.15 0.830
O 2.54 -1.19 -8.62 -0.606
C 3.08 -0.17 -5.93 -0.226
H 1.12 -2.64 -5.70 0.044
H 0.64 -2.71 -7.37 0.041
H 0.41 -1.19 -6.46 0.053
H 3.20 -0.62 -4.95 0.044
H 2.21 0.50 -5.93 0.044
H 3.97 0.38 -6.24 0.038
C 6.64 3.40 0.36 -0.277
S 6.93 3.28 2.18 0.819
O 6.64 4.65 2.72 -0.563
C 5.51 2.08 2.44 -0.233
H 6.44 2.47 -0.18 0.042
H 7.50 3.80 -0.18 0.033
H 5.87 4.13 0.11 0.055
H 5.46 1.33 1.65 0.041
H 4.61 2.69 2.48 0.052
H 5.69 1.56 3.38 0.030
C -8.32 -4.22 -2.93 -0.268
S -8.88 -3.20 -1.52 0.810
O -8.68 -3.98 -0.24 -0.589
C -7.57 -1.88 -1.46 -0.241
H -7.27 -4.51 -2.87 0.053
H -8.43 -3.64 -3.85 0.046
H -8.90 -5.14 -2.97 0.046
H -7.45 -1.38 -2.42 0.045
H -6.63 -2.42 -1.41 0.047
H -7.66 -1.08 -0.72 0.052
C 3.41 2.31 6.85 -0.249
S 2.93 4.10 6.64 0.853
O 4.16 4.76 5.94 -0.600
C 1.64 3.90 5.33 -0.257
H 2.65 1.63 6.46 0.039
H 3.37 2.22 7.94 0.022
H 4.42 2.00 6.61 0.053
H 1.36 4.77 4.73 0.055
H 0.75 3.55 5.84 0.039
H 1.96 3.12 4.64 0.044
C 2.06 -6.18 5.44 -0.006
O 2.44 -6.01 4.07 0.014
C 1.68 -5.57 3.15 -0.614
O 0.49 -5.33 3.26 0.112
O 2.52 -5.23 2.11 -0.024
C 2.13 -4.16 1.21 -0.038
H 1.02 -6.43 5.62 0.095
H 2.12 -5.16 5.83 0.097
H 2.77 -6.84 5.93 0.096
H 1.58 -4.45 0.31 0.088
H 3.04 -3.70 0.83 0.088
H 1.53 -3.41 1.72 0.093
C -4.51 4.26 1.30 -0.031
O -5.09 5.52 1.70 -0.001
C -4.32 6.36 2.42 -0.547
O -3.19 6.09 2.83 0.091
O -5.04 7.48 2.69 -0.017
C -4.46 8.51 3.47 -0.052
H -4.97 3.99 0.35 0.091
H -4.84 3.43 1.92 0.089
H -3.43 4.17 1.22 0.096
H -4.98 9.46 3.38 0.091
H -3.39 8.58 3.26 0.095
H -4.60 8.22 4.51 0.093
C 0.71 4.93 -3.52 -0.049
O 1.81 4.25 -4.14 -0.015
C 3.07 4.67 -3.80 -0.536
O 3.22 5.51 -2.89 0.071
O 3.98 4.06 -4.55 0.010
C 5.38 4.34 -4.47 -0.034
H -0.23 4.71 -4.02 0.089
H 0.72 6.01 -3.66 0.091
H 0.60 4.65 -2.47 0.099
H 6.06 3.53 -4.22 0.088
H 5.61 5.06 -3.69 0.090
H 5.67 4.72 -5.45 0.093